# 1
76
Properties=species:S:1:pos:R:3:forces:R:3 method="wB97M-V/def2-TZVPD" s2=0.76 e_homo_ev="-10.49 / -10.56" gap_ev="7.841 / 6.337" total_charge=+1 multiplicity=2
Ir -0.136248 -0.039083 0.183007 0.456 2.068 -1.396
S 0.722725 -0.848409 2.167062 -1.009 -0.342 0.723
P -2.086310 2.462181 1.505691 0.200 0.051 0.269
P -3.177446 1.325953 -0.972618 -0.082 0.003 -0.153
O -3.066757 1.758382 -2.473853 -0.014 -0.003 -0.093
O -3.249637 1.758992 2.285072 -0.048 -0.061 -0.028
O -2.377881 0.143606 -0.554203 -0.021 -0.380 0.772
O -0.296152 1.365652 -1.291395 -0.492 0.370 -0.273
O -4.688708 0.995640 -0.685772 -0.004 -0.101 0.086
O -1.765091 3.817201 2.196965 -0.072 0.080 0.046
O -0.835860 1.655953 1.415837 0.139 0.040 0.168
N 1.794260 0.024068 -0.209831 0.386 -0.843 0.752
N 2.681637 -0.886294 0.395437 -0.031 -0.087 -0.662
N 2.898415 -2.356935 2.126682 0.020 0.103 -0.098
C -2.706036 4.031919 4.447637 0.067 -0.089 -0.040
C -2.482604 0.237054 4.028125 -0.005 0.124 0.001
C 2.208747 -1.403506 1.469634 0.103 -0.013 0.364
C 2.863301 2.735478 -2.467462 0.057 0.016 0.012
C 1.039498 4.033120 -3.308152 -0.014 -0.035 0.056
C 0.130938 3.237801 -2.652676 -0.086 0.041 -0.040
C -3.882699 5.037606 2.446831 0.043 -0.050 -0.078
C -3.208925 0.776621 -3.562524 0.008 -0.085 -0.103
C 0.575023 2.154713 -1.869589 -0.314 -0.343 -0.002
C -2.559199 4.675729 3.085975 -0.082 -0.017 0.042
C -6.749926 1.075819 -1.903802 0.018 -0.023 -0.009
C 2.431474 0.833937 -1.003529 0.189 0.156 -0.164
C -0.561256 -1.997197 -0.141068 0.377 -0.327 -0.249
C 2.422528 3.791007 -3.217211 -0.056 -0.029 -0.034
C -1.834539 0.301077 -3.976771 0.042 0.033 0.090
C -6.439390 2.361937 0.235860 0.034 -0.030 0.023
C -5.795612 1.875584 -1.045737 -0.107 0.056 0.001
C -2.769341 2.846920 -0.105827 0.101 -0.091 -0.066
C -3.210538 0.342261 2.707578 0.018 -0.117 0.106
C -4.645263 -0.121991 2.757065 -0.039 0.066 -0.012
C -3.956380 1.471382 -4.676020 0.007 0.062 0.022
C 1.947119 1.912571 -1.778453 0.193 -0.124 0.065
H -3.734221 5.487445 1.463974 -0.010 0.020 0.021
H -4.940112 1.809209 -4.351144 0.005 -0.006 0.003
H 3.498319 0.642291 -1.031500 0.009 -0.038 0.010
H -3.390096 2.338227 -5.020249 0.000 -0.021 -0.018
H -6.277190 0.748666 -2.829185 0.005 -0.001 0.010
H -3.791666 -0.067124 -3.182469 -0.036 0.040 0.063
H -7.619520 1.683402 -2.155744 0.004 -0.013 -0.006
H -2.673449 -0.214417 1.939418 0.019 0.060 -0.070
H 3.922029 2.518227 -2.390711 -0.011 0.002 0.007
H 0.261639 -2.430427 -0.715879 -0.055 -0.075 -0.005
H -5.401530 2.721359 -1.617317 0.067 -0.022 -0.005
H -5.708325 2.831682 0.895073 -0.017 0.004 -0.009
H -7.085405 0.194181 -1.356484 -0.020 0.014 -0.007
H -6.886993 1.523249 0.770733 0.001 0.016 0.006
H -1.930840 -0.434575 -4.775581 0.000 0.005 -0.003
H -5.096812 -0.078128 1.766548 0.004 -0.004 0.014
H -7.221511 3.086692 0.009216 0.000 -0.010 0.001
H -1.313624 -0.154067 -3.135446 -0.007 -0.012 -0.025
H 3.792446 -2.646822 1.770363 0.052 0.057 0.063
H -5.224001 0.500489 3.441952 0.009 -0.023 0.014
H 3.122190 4.419969 -3.748664 -0.005 0.010 0.017
H -1.934949 5.562868 3.168227 0.047 -0.001 -0.047
H -3.396224 3.190071 4.408649 -0.019 0.030 0.016
H -1.739713 3.677880 4.806840 -0.009 0.036 0.023
H -2.014489 3.382159 -0.682622 0.008 0.036 0.043
H -1.460367 0.607524 3.940764 -0.001 -0.024 0.006
H 0.681707 4.854913 -3.915504 0.007 0.003 0.006
H -1.489109 -1.982054 -0.709223 0.048 -0.031 -0.035
H 2.590499 -2.684353 3.022494 -0.038 -0.035 -0.015
H -3.653956 3.473498 0.016367 0.002 0.005 -0.060
H -3.090491 4.766856 5.155107 -0.002 0.000 -0.012
H -0.935757 3.394032 -2.751286 0.008 0.032 -0.022
H -2.445566 -0.807986 4.336969 0.013 0.006 0.001
H -4.084842 0.785508 -5.513295 -0.004 0.013 -0.003
H -0.674785 -2.542860 0.791149 -0.014 -0.124 -0.091
H -4.679612 -1.152122 3.112092 -0.006 0.005 -0.010
H -1.238634 1.139175 -4.341873 -0.002 -0.011 -0.014
H -2.999661 0.809066 4.800316 -0.014 -0.038 0.004
H -4.518220 4.154134 2.351533 -0.012 0.027 0.033
H -4.402136 5.761294 3.074632 -0.003 -0.012 0.000

***

# 2
14
Properties=species:S:1:pos:R:3:forces:R:3 method="wB97M-V/def2-TZVPD" e_homo_ev=-9.78 smiles=CC1OCCO1 gap_ev=10.830 total_charge=0 multiplicity=1
O 0.316366 -0.306711 1.148163 0.060 0.017 0.092
O -0.975356 0.634168 -0.476290 -0.024 0.054 -0.010
C 0.127185 0.867692 0.375017 0.162 0.227 0.010
C 1.408088 1.169881 -0.382658 0.037 0.017 -0.043
C -1.094978 -0.768944 -0.618030 -0.014 -0.251 -0.051
C -0.628789 -1.278924 0.741880 -0.188 -0.203 -0.076
H -0.457289 -1.137764 -1.434767 -0.072 0.031 0.134
H 1.291223 2.056525 -1.012438 -0.042 -0.099 0.111
H -0.132832 -2.253087 0.693143 -0.093 0.122 -0.003
H 2.222248 1.345895 0.327390 -0.125 -0.036 -0.090
H -1.462352 -1.334620 1.455699 0.125 0.053 -0.084
H -0.155978 1.699790 1.033699 0.067 -0.107 -0.084
H 1.680709 0.316559 -1.012817 -0.063 0.121 0.080
H -2.138245 -1.010459 -0.837993 0.169 0.055 0.012

***

# 3
38
Properties=species:S:1:pos:R:3:forces:R:3 method="wB97M-V/def2-TZVPD" e_homo_ev=-16.17 gap_ev=7.093 total_charge=+2 multiplicity=1
Ti -1.040193 0.475073 0.517952 3.028 1.300 2.920
Cl 0.470859 0.433855 2.772351 1.026 -0.509 2.206
O 0.390488 1.137827 3.999109 -0.036 -0.765 -1.488
O -1.002667 -0.066659 2.408329 1.168 0.531 -0.566
O 0.771649 1.324142 1.629135 -0.950 -1.155 -0.059
O 1.335882 -0.703947 2.765471 -1.145 1.155 0.012
N 0.454015 0.977155 -0.973640 0.416 -0.255 -0.222
N 0.034338 -1.447070 0.096453 1.075 0.182 -0.564
C 1.141156 -1.329483 -0.701771 -0.173 -1.357 1.011
C 0.730248 2.263285 -1.314597 0.264 -0.385 0.099
C 2.909242 1.653264 -2.170471 -0.669 -0.029 0.256
C -2.833346 0.603436 -0.585546 -1.540 -0.734 -1.101
C 0.582576 -3.749211 0.515977 -0.149 0.270 0.177
C 2.616345 0.333036 -1.846047 -0.569 -0.193 0.125
C 1.734359 -3.638776 -0.263185 -0.320 0.104 0.031
C -2.899877 -0.659077 0.353650 -1.292 -0.417 -0.665
C 2.027150 -2.414094 -0.849245 -0.408 0.802 -0.262
C -0.210456 -2.624551 0.717576 0.231 0.124 -0.389
C -1.591620 2.526797 0.986871 0.262 0.342 -0.494
C 1.402312 0.012026 -1.233430 0.103 1.035 -0.021
C 1.954733 2.628267 -1.869601 -0.148 0.065 0.003
H -2.293637 -1.512745 0.024634 0.091 0.329 0.042
H -2.906324 -0.525896 1.441667 0.137 0.244 -0.028
H -0.740147 3.175909 1.221865 -0.088 -0.352 -0.023
H -1.824419 0.927772 -1.019157 -1.290 0.160 -0.633
H -1.069713 -2.647055 1.393244 0.314 -0.082 -0.217
H 3.323518 -0.467964 -2.033925 -0.027 0.328 -0.039
H 3.852940 1.902638 -2.639529 -0.046 0.083 0.093
H 2.155738 3.683245 -2.039953 -0.101 -0.232 -0.116
H 2.388842 -4.495989 -0.414055 -0.130 0.226 0.072
H -3.390108 1.450671 -0.186971 0.206 -0.124 -0.141
H -3.907018 -1.029234 0.147704 -0.071 0.024 0.251
H 2.930610 -2.273675 -1.436571 -0.224 -0.262 0.141
H -2.213626 3.061261 0.249362 0.282 -0.305 0.164
H 0.300058 -4.679984 0.997433 0.131 0.123 -0.057
H -0.045818 2.999196 -1.092890 0.365 -0.223 -0.109
H -2.187328 2.440015 1.909895 0.087 -0.307 -0.122
H -3.350768 0.256526 -1.478080 0.192 0.260 -0.286

***

# 4
91
Properties=species:S:1:pos:R:3:forces:R:3 method="wB97M-V/def2-TZVPD" e_homo_ev=-11.01 gap_ev=6.190 total_charge=+1 multiplicity=1
I -0.976199 -1.676119 3.715194 0.300 0.115 -0.874
Br 2.450285 -1.875085 -1.090434 -0.259 0.300 -0.054
Cl -3.537863 2.364057 3.386545 1.178 -0.396 -0.277
Cl -3.937086 0.471655 1.049155 1.295 -0.404 -0.054
S 1.689447 2.832454 -1.452026 0.016 -0.145 -0.010
O 2.194751 5.274632 -6.404962 -0.014 -0.131 -0.167
O -0.836401 -6.623120 4.639094 0.241 0.106 -0.022
O 4.364152 -5.669658 0.747575 -0.167 0.328 0.009
O -3.049218 6.131704 -1.524935 0.263 -0.103 0.092
N 0.428008 -0.120111 -0.870285 -1.114 -0.483 1.653
N 0.987619 -1.098273 -0.187707 1.312 -0.948 -0.179
C -4.457811 7.135014 -3.273880 -0.125 0.036 0.166
C 0.558610 3.040072 -0.004976 0.292 0.329 0.541
C -3.623313 5.953798 -2.810702 -0.055 0.084 -0.146
C -0.602961 0.364042 -0.202100 -2.209 1.986 -1.129
C -0.800876 1.882128 3.383920 -0.638 -0.200 0.853
C -0.405430 -1.049003 1.783010 -0.636 1.694 -1.884
C -1.365096 1.496618 -0.945710 0.395 0.155 0.454
C 1.500797 -2.751050 1.588566 0.163 0.214 -0.213
C 0.682693 -1.586529 1.007012 -0.102 -1.489 2.264
C 4.945176 -7.378962 2.418967 0.146 -0.032 -0.134
C -2.661951 -7.663272 5.918114 -0.073 -0.037 -0.205
C 3.864937 -6.675803 1.616948 0.029 -0.113 0.103
C 2.089028 4.603928 -5.163424 -0.054 -0.031 0.052
C 4.664016 -7.105024 -1.227985 -0.087 -0.131 0.140
C 0.859006 4.994828 -4.362089 -0.070 0.227 0.029
C -2.254967 -5.626132 2.899519 -0.148 -0.004 0.112
C 3.529105 7.176658 -5.599174 0.004 -0.119 0.180
C -3.959101 6.307061 -0.450698 -0.054 -0.024 0.048
C 5.266918 -6.101753 -0.259901 0.029 -0.089 -0.145
C -1.406054 -6.801189 3.354460 -0.026 0.008 -0.046
C -1.102642 -0.005287 1.098651 0.745 -1.420 0.199
C -0.941815 2.909647 -0.388028 0.724 -0.027 -0.708
C -1.749700 -6.466770 5.714138 -0.077 -0.088 0.124
C -2.122202 1.552188 2.699749 -0.134 0.423 0.237
C -2.293654 0.712720 1.666348 -0.214 0.279 0.540
C -4.885569 5.122077 -0.240457 -0.077 -0.046 -0.178
C 2.300740 6.687733 -6.347000 0.071 0.118 0.010
H -3.348191 6.441294 0.444007 0.125 0.028 -0.125
H -1.530109 3.223399 0.496232 0.117 -0.280 -0.554
H 0.090133 1.470409 2.881062 -0.491 0.393 0.021
H -1.141121 -6.329808 6.609374 0.130 0.012 -0.135
H -5.484331 5.261482 0.660931 0.037 -0.001 -0.009
H 3.186382 -6.169857 2.307483 0.027 0.123 -0.106
H 0.864309 2.384428 0.840665 -0.234 0.194 -0.664
H -2.331927 -5.546002 5.589363 -0.072 -0.032 -0.024
H 5.605715 -7.964557 1.777556 -0.042 -0.057 0.035
H -4.528626 7.233177 -0.579352 -0.062 -0.045 -0.018
H 5.362636 -7.317026 -2.038462 -0.014 0.025 0.026
H -5.350950 7.263161 -2.659267 -0.027 -0.025 -0.075
H 3.002180 4.744103 -4.574169 -0.035 0.050 0.077
H -2.077029 -8.579793 6.011491 0.014 0.054 0.065
H 5.553302 -5.205874 -0.814211 -0.065 0.077 0.151
H -3.262221 -7.533856 6.819607 0.038 0.005 -0.012
H -0.839863 1.404385 4.391160 0.047 0.332 -0.578
H 5.563309 -6.652775 2.950040 -0.072 -0.004 0.029
H 4.497233 -8.059237 3.144450 -0.008 0.036 -0.017
H -3.346986 -7.795768 5.078636 -0.054 0.020 0.057
H 2.533090 -2.388137 1.789189 -0.521 -0.384 -0.282
H -1.974120 -7.735892 3.313507 -0.080 0.041 -0.013
H -1.186050 1.411664 -2.036228 0.231 0.076 0.739
H 3.259151 -7.396680 1.057265 0.054 -0.049 -0.002
H 1.386675 7.121783 -5.926809 0.030 0.019 0.064
H 0.774931 4.369274 -3.471764 0.001 0.058 -0.113
H -3.881867 8.059892 -3.212493 0.035 -0.051 -0.050
H -1.128738 3.630049 -1.215341 -0.099 -0.275 0.687
H 1.100385 -3.119966 2.546764 -0.037 0.435 -0.528
H -1.686095 -4.696518 2.971009 0.030 -0.038 -0.049
H -0.567424 -6.918310 2.665167 0.083 -0.032 0.152
H 0.903974 6.036066 -4.036291 0.006 -0.042 0.064
H -5.572118 4.992521 -1.078793 -0.043 0.017 0.054
H -3.149746 -5.512171 3.514391 -0.020 -0.010 -0.072
H 6.183344 -6.493322 0.192170 -0.021 -0.063 -0.006
H 4.432792 6.717118 -6.003777 -0.035 0.051 -0.056
H -4.781360 6.989645 -4.305564 0.029 -0.008 0.027
H 3.736176 -6.718720 -1.655034 0.052 0.035 -0.028
H -0.045381 4.878279 -4.963042 0.041 -0.057 -0.017
H -4.203906 5.025058 -2.844428 -0.079 0.028 0.007
H 3.617022 8.260943 -5.681123 -0.009 -0.030 -0.024
H -2.457471 1.416007 -0.805703 0.598 -0.238 -0.018
H -0.719216 2.969009 3.589676 0.041 -0.612 -0.447
H 2.637055 1.941857 -1.052361 -0.592 0.303 0.297
H -2.576929 -5.766041 1.866020 0.020 -0.007 0.024
H -2.786791 5.821607 -3.499616 0.094 -0.008 0.163
H 0.744430 4.071615 0.363644 -0.232 -0.619 -0.225
H 1.526882 -3.620298 0.898350 0.140 0.644 0.285
H -4.308737 4.198596 -0.143048 0.006 0.024 0.066
H 4.429266 -8.049889 -0.734626 0.062 -0.014 -0.054
H 2.358131 7.028556 -7.381733 -0.048 -0.179 -0.021
H 3.480999 6.926010 -4.537554 -0.009 0.078 0.008
H 2.032425 3.539239 -5.398913 0.046 0.062 -0.157

***

# 5
42
Properties=species:S:1:pos:R:3:forces:R:3 method="wB97M-V/def2-TZVPD" e_homo_ev="-7.22 / -7.29" gap_ev="5.586 / 6.080" total_charge=0 multiplicity=1
Te 0.734135 -1.852200 -1.689006 0.328 -0.120 -0.294
Pd -0.818664 -0.426542 -0.350922 -1.446 -0.356 0.793
S 0.304770 -3.122974 1.366277 0.177 -0.053 -0.062
S -0.995383 2.079237 0.328197 0.527 1.545 -0.230
O -1.344948 3.460870 0.499733 -0.128 -0.028 0.078
O -1.887465 1.122795 1.007305 0.260 -0.607 -0.193
N -2.518822 0.377530 -2.164579 -0.006 0.220 -0.049
N -0.821601 1.658096 -1.211537 0.749 -0.889 0.518
N -2.698752 -1.651999 0.533974 0.755 -0.004 -0.243
C 2.295729 0.537789 2.112968 0.021 0.033 0.006
C 2.963139 2.477015 0.872092 -0.115 -0.021 -0.005
C 1.649998 2.697958 0.497443 -0.006 0.093 -0.163
C 0.968714 -4.603305 1.932318 0.009 0.081 0.075
C 3.304224 1.387137 1.672948 0.025 0.009 0.029
C 1.788591 -4.436839 -0.226443 -0.033 0.223 -0.277
C 4.739157 1.157616 2.060149 -0.083 0.006 -0.070
C -4.255367 1.343024 -3.489078 -0.054 0.034 -0.047
C -3.619211 0.263509 -2.908217 0.035 0.077 -0.062
C 0.974707 0.755471 1.751496 -0.105 0.170 0.155
C 1.057567 -3.284222 -0.179563 -0.270 0.032 0.189
C 1.743194 -5.184892 0.981289 -0.018 -0.098 0.079
C -1.997539 1.593637 -1.970568 -0.652 0.080 -0.324
C 0.664281 1.823239 0.923329 -0.249 -0.069 0.020
C -2.576409 2.742103 -2.520080 0.157 -0.021 0.078
C -3.715837 2.608038 -3.285953 -0.004 -0.037 0.034
H -3.995945 -0.744576 -3.045725 -0.005 0.010 -0.010
H -5.144724 1.203477 -4.087801 0.009 -0.028 0.009
H -2.118992 3.702472 -2.329335 -0.014 0.003 -0.008
H -3.305866 -1.780558 -0.263151 -0.041 -0.024 -0.054
H 0.763462 -4.944356 2.934603 0.004 -0.026 -0.032
H 2.542870 -0.302689 2.750197 -0.018 0.016 0.015
H 2.333519 -4.735920 -1.110967 0.028 -0.071 0.040
H 3.734489 3.159728 0.536833 0.011 -0.004 0.012
H 1.374594 3.538000 -0.127379 0.068 -0.008 -0.010
H 5.188357 2.085630 2.414559 0.056 -0.030 0.012
H 5.312714 0.815799 1.196524 0.035 0.000 0.027
H 2.257735 -6.124069 1.127049 0.013 0.013 -0.001
H -2.633982 -2.513258 1.058913 0.015 -0.044 0.003
H 4.822468 0.406312 2.843504 0.019 0.003 0.003
H 0.184374 0.144595 2.165325 -0.020 -0.152 -0.095
H -3.070443 -0.913410 1.117344 -0.038 0.039 0.047
H -4.182836 3.480730 -3.724065 0.004 0.002 0.006

***

# 6
23
Properties=species:S:1:pos:R:3:forces:R:3 method="wB97M-V/def2-TZVPD" e_homo_ev="-7.99 / -7.84" gap_ev="7.671 / 7.958" total_charge=0 multiplicity=1
O 1.408255 0.795903 2.125668 0.477 -0.425 0.132
N -0.035989 0.250530 -1.664147 0.385 0.483 -0.686
N 0.666161 -0.714921 -1.180492 -1.246 -0.019 1.221
C 2.113399 -1.690526 0.521667 -0.025 0.036 -0.181
C -0.943729 0.415560 1.306539 2.369 -0.332 -0.313
C -1.782069 1.668436 1.152501 0.099 -0.054 -0.062
C -1.177470 -0.159903 -2.430974 0.267 -0.414 -0.417
C 1.625721 -0.499176 -0.248088 0.966 -0.667 -0.426
C 0.709558 0.823750 1.129172 -3.271 0.702 0.851
H -1.664361 2.095683 0.152977 0.008 -0.007 0.050
H 2.925174 -2.203888 0.001569 0.010 -0.082 0.062
H -1.288322 -0.385101 0.643415 0.159 0.168 -0.097
H -0.899749 -0.312519 -3.486532 -0.151 -0.026 0.170
H 0.755851 1.690672 0.443249 0.401 -0.345 -0.584
H -1.473167 2.417557 1.881471 -0.069 0.083 -0.005
H -2.843487 1.453003 1.301686 0.070 0.048 0.038
H 0.231959 -1.655248 -1.160492 0.118 0.295 -0.055
H -0.955294 0.013604 2.317554 -0.128 0.059 0.112
H 1.300009 -2.393886 0.709887 0.010 -0.066 -0.020
H -1.908675 0.639108 -2.401524 -0.132 0.074 0.055
H -1.632446 -1.088287 -2.049472 0.000 0.047 -0.044
H 2.480419 -1.365920 1.495783 -0.013 0.088 -0.053
H 2.388253 0.205567 -0.561416 -0.302 0.352 0.251

***

E_tot list, top to bottom, in eV: -74517.416; -8372.056; -60540.343; -154041.192; -57875.075; -11472.644